Record 1
DFT (ωB97M-V with the def2-TZVPD basis set) results for a 2-piece molecular cluster, C26H40BrClF4N3O9 overall.

Calculated values
**Net charge**: +1
**Total energy**: -5289.12118 a.u.
**Frontier orbital gap**: 7.5 eV

Last column: Löwdin charge in e.
Geometry (Å):
C (0.03654, -3.40223, 1.00147)  -0.121
C (-1.01015, -3.67833, -0.19798)  -0.193
C (-0.55734, -3.04175, -1.60825)  -0.213
O (-1.05699, -1.68560, -1.85729)  -0.192
C (0.11379, -0.81429, -1.74122)  -0.127
C (-0.27651, 0.78429, -1.75303)  -0.136
C (-1.50688, 1.00097, -0.75076)  -0.104
C (-2.99401, 0.71676, -1.30368)  -0.123
C (-3.73179, -0.42099, -0.38171)  -0.155
O (-3.84571, 0.02681, 1.01123)  -0.102
C (-5.20537, -0.00575, 1.47236)  -0.379
C (-5.90585, -1.41064, 1.84288)  -0.012
O (-5.89656, 1.06247, 1.65163)  0.047
C (1.02107, 1.35767, -0.91714)  -0.223
F (2.30688, 0.66081, -1.14370)  -0.045
C (1.00517, 1.54932, 0.65604)  -0.499
Br (2.72276, 2.41460, 1.32421)  0.786
C (0.91717, 0.24224, 1.59235)  -0.258
C (2.35111, -0.49212, 1.88302)  -0.178
C (1.28649, 2.67653, -1.86518)  0.001
N (2.18930, 3.84446, -1.59607)  0.175
C (1.53901, 4.75079, -0.86496)  -0.120
O (0.82448, 5.54958, -0.19920)  0.159
N (0.65595, 2.72888, -3.07147)  0.094
C (0.93879, 3.87754, -3.98065)  -0.181
O (2.21358, 3.96617, -4.60498)  -0.155
C (3.00915, 2.77792, -4.68170)  -0.113
C (-0.28228, 1.52671, -3.22087)  -0.242
O (-1.53483, 2.09378, -3.70177)  -0.095
N (-1.96460, 3.16545, -3.00426)  0.010
O (-3.07666, 3.39129, -3.42648)  0.093
C (0.02595, 0.53217, -4.49873)  -0.486
Cl (0.13721, 1.43306, -6.11864)  0.663
C (-1.20782, -0.52245, -4.76548)  -0.235
C (-0.58980, -2.01225, -5.07987)  -0.094
H (-0.38754, -2.63367, 1.76480)  0.076
H (1.07472, -3.07947, 0.60527)  0.074
H (0.20556, -4.38454, 1.59478)  0.090
H (-2.07715, -3.34637, 0.06770)  0.102
H (-1.04936, -4.83432, -0.36131)  0.124
H (-0.99374, -3.70142, -2.46730)  0.134
H (0.60140, -3.12221, -1.73427)  0.138
H (0.60233, -1.13153, -0.72768)  0.129
H (0.94809, -1.06672, -2.52035)  0.137
H (-1.42699, 0.36018, 0.21175)  0.131
H (-1.46970, 2.11416, -0.39701)  0.135
H (-3.08833, 0.51537, -2.42657)  0.107
H (-3.61393, 1.68640, -1.10208)  0.133
H (-3.22208, -1.44654, -0.45986)  0.113
H (-4.82645, -0.45218, -0.78990)  0.149
H (-6.76218, -1.64234, 1.11187)  0.099
H (-6.31922, -1.39098, 2.93339)  0.107
H (-5.09517, -2.24908, 1.85267)  0.090
H (0.17570, 2.28171, 1.01464)  0.120
H (0.16881, -0.56493, 1.28176)  0.078
H (0.56389, 0.61651, 2.63994)  0.119
H (2.82930, -0.07652, 2.85879)  0.068
H (3.06827, -0.47590, 0.98807)  0.073
H (2.10605, -1.60175, 2.12614)  0.072
H (0.73864, 4.90447, -3.45948)  0.169
H (0.12776, 3.85882, -4.82274)  0.137
H (2.47923, 1.76668, -4.64814)  0.059
H (3.62915, 2.79432, -5.66883)  0.126
H (3.80519, 2.81222, -3.83091)  0.111
H (1.04501, -0.01169, -4.38423)  0.117
H (-1.98540, -0.53247, -3.92513)  0.093
H (-1.79258, -0.24800, -5.73688)  0.111
H (-1.46477, -2.69601, -5.39320)  0.096
H (0.05394, -1.86716, -6.04345)  0.094
H (0.05092, -2.42198, -4.22146)  0.058
C (4.49553, -1.02937, 8.13643)  -0.061
C (3.00439, -1.03165, 8.41228)  -0.200
O (2.27957, -0.46978, 7.30579)  0.023
C (2.08731, -1.28813, 6.24639)  -0.357
O (2.48299, -2.42857, 6.18737)  0.166
C (1.27018, -0.58425, 5.16657)  -0.486
F (1.71594, 0.66892, 4.90955)  0.142
F (-0.03069, -0.45877, 5.51726)  0.162
F (1.28428, -1.24126, 3.98359)  0.088
H (4.83740, -0.02103, 7.88559)  0.085
H (5.05059, -1.38613, 9.00699)  0.087
H (4.74233, -1.66858, 7.28536)  0.076
H (2.79269, -0.40247, 9.28045)  0.129
H (2.63689, -2.03592, 8.64547)  0.129

Force components x, y, z for each atom (eV/Å):
C -0.318 -0.342 0.483
C 0.580 -0.496 -0.327
C -0.521 -1.913 -0.603
O 2.422 0.185 0.239
C 0.257 -0.436 0.235
C 1.425 -2.107 2.002
C -0.976 1.067 0.011
C -0.856 0.556 1.352
C -1.138 0.467 -1.732
O -1.692 -0.265 -0.295
C -3.459 3.325 1.229
C 1.320 -0.387 0.413
O 4.115 -5.022 -1.132
C 1.721 1.367 -1.586
F -2.494 0.708 -0.371
C -0.869 0.385 1.197
Br -1.134 0.096 -0.742
C 0.701 -0.413 1.166
C -0.356 -0.884 0.073
C -0.026 2.346 -1.117
N -4.519 1.469 2.881
C -2.813 1.056 1.714
O 5.571 -5.469 -4.816
N 2.338 -1.556 4.257
C -1.908 2.186 -2.479
O -0.951 -1.226 0.974
C 2.478 -0.873 -0.148
C -0.381 -0.320 -1.713
O 1.962 -1.944 0.611
N -4.017 0.977 -1.137
O 2.619 0.409 1.670
C -0.338 -0.805 -0.056
Cl 0.315 -0.167 1.363
C 0.134 -0.974 -0.421
C -0.296 1.274 -0.862
H 0.917 -1.209 -1.386
H -1.749 -0.391 0.644
H -0.292 1.714 -0.966
H 1.639 -0.428 -0.416
H 0.018 2.118 0.174
H 0.639 1.198 1.554
H -1.982 0.335 0.336
H -0.763 1.271 -1.625
H -1.688 0.497 1.074
H 0.428 1.027 -1.809
H -0.133 -1.935 -0.642
H 0.263 -0.075 1.759
H 1.060 -1.749 -0.428
H -0.715 1.631 0.214
H 2.037 -0.359 0.459
H 1.435 0.426 1.122
H 0.659 0.395 -2.123
H -1.563 1.395 -0.329
H 1.501 -1.257 -1.018
H 0.946 1.424 0.069
H 0.462 -0.454 -2.135
H -0.639 -0.563 -2.279
H -1.100 0.174 1.401
H 0.600 1.972 -0.754
H 0.504 -2.160 -0.455
H 1.359 -0.430 1.610
H 0.374 1.634 -0.051
H -1.375 0.156 1.686
H -1.430 -0.180 -1.295
H -1.876 0.998 -0.057
H 1.448 -0.082 -1.003
H 1.246 -0.064 1.916
H 1.513 0.913 0.829
H -0.935 -0.432 1.816
H -1.134 0.502 -1.364
C 0.118 0.016 -0.372
C 0.568 -0.294 0.702
O -0.702 -0.293 -1.330
C 1.179 -0.897 1.933
O -0.715 1.208 -0.573
C -1.155 0.867 -1.158
F 0.072 -0.612 0.323
F 0.731 -0.255 0.141
F -0.225 -0.205 1.824
H -0.059 -0.055 0.182
H -0.111 0.055 -0.055
H -0.055 -0.052 0.157
H -0.203 0.098 -0.350
H -0.009 0.130 -0.283

***

Record 2
DFT (ωB97M-V with the def2-TZVPD basis set) results for a 2-piece molecular cluster, C4H9N2O overall.

Calculated values
**Net charge**: +1
**ΔE to the lowest compared entry with this formula, charge and spin**: 2.783 eV
**Total energy**: -342.25500 a.u.
**Frontier orbital gap**: 8.9 eV

Last column: Löwdin charge in e.
Geometry (Å):
C (0.68444, -0.30223, -2.88123)  -0.165
C (-1.67173, 0.70217, 1.84363)  -0.027
C (-0.66155, -0.25863, 2.27716)  -0.118
C (1.00406, 0.19477, -1.72401)  -0.069
N (0.40699, -0.49260, 1.62815)  0.186
N (1.19039, 0.63891, -0.58588)  0.115
O (1.27175, -1.39705, -3.42578)  0.039
H (-0.11929, 0.19193, -3.41833)  0.140
H (-1.89751, 1.38976, 2.66036)  0.108
H (-1.37612, 1.25184, 0.95536)  0.088
H (-0.85822, -0.79332, 3.20451)  0.148
H (0.68098, 0.01912, 0.65913)  0.060
H (1.07733, -1.17641, 1.96573)  0.145
H (0.98754, -1.51810, -4.33751)  0.118
H (-2.60254, 0.16556, 1.65125)  0.110
H (1.88346, 1.38428, -0.47255)  0.122

Force components x, y, z for each atom (eV/Å):
C -0.380 -0.175 -0.549
C -0.277 0.323 -0.188
C 0.082 -0.256 0.314
C 0.271 0.105 0.006
N 0.227 -0.008 -0.291
N 0.205 0.279 0.173
O 0.164 0.010 0.223
H 0.031 0.022 0.029
H 0.051 0.031 0.014
H -0.008 0.040 -0.040
H 0.188 -0.102 -0.042
H -0.231 -0.210 0.508
H -0.188 -0.017 0.182
H -0.036 0.089 0.015
H -0.054 -0.057 -0.028
H -0.044 -0.075 -0.324

***

Record 3
DFT (ωB97M-V with the def2-TZVPD basis set) results for a 4-piece molecular cluster, C2H12O3S2 overall.

Calculated values
**ΔE to the lowest compared entry with this formula, charge and spin**: 0.534 eV
**Total energy**: -1105.48191 a.u.
**Frontier orbital gap**: 9.7 eV

Last column: Löwdin charge in e.
Geometry (Å):
C (-0.81859, -0.65977, 1.61097)  -0.414
S (1.02923, -0.70066, 1.45298)  0.462
S (1.20219, -0.76493, -0.63059)  0.460
C (0.88879, -2.58459, -0.80470)  -0.424
H (-1.19274, 0.32818, 1.35959)  0.013
H (-1.22513, -1.34242, 0.86822)  0.018
H (-1.03803, -1.01163, 2.60838)  0.027
H (-0.18837, -2.73154, -0.86927)  0.022
H (1.25202, -2.83169, -1.80058)  0.027
H (1.29913, -3.05011, 0.07894)  0.015
O (-3.58682, 1.28582, -0.28910)  -0.067
H (-2.75581, 1.72545, -0.53082)  0.000
H (-3.54704, 0.42843, -0.70303)  0.019
O (-0.66647, 1.95896, -0.69229)  -0.060
H (-0.25422, 2.74286, -0.34403)  0.048
H (0.03611, 1.32224, -0.80670)  -0.068
O (2.98751, 2.27767, -0.09969)  -0.083
H (2.74910, 1.36091, 0.15225)  -0.028
H (3.82913, 2.24680, -0.56053)  0.034

Force components x, y, z for each atom (eV/Å):
C 0.851 -0.002 -0.717
S -0.693 0.335 -0.704
S 0.104 -0.892 1.067
C -0.767 1.383 -0.793
H -0.012 0.096 0.390
H -0.003 -0.220 0.170
H -0.237 0.146 0.233
H -0.035 -0.068 0.317
H 0.528 -0.473 0.316
H 0.362 -0.394 -0.299
O 0.074 0.529 0.200
H -0.043 -0.252 0.051
H 0.062 -0.336 -0.233
O -0.762 0.034 -0.087
H 0.327 0.459 0.176
H 0.293 -0.338 -0.131
O -0.537 -0.489 0.303
H 0.478 0.728 -0.259
H 0.008 -0.247 0.000

***

Which value of total energy does entry 2 give?
-342.25500 a.u.

***

total energy of number 1 (C26H40BrClF4N3O9)?
-5289.12118 a.u.